Record 1
The following is a quantum chemistry calculation of a molecular structure, C53H49IrN4P3S in a non-equilibrium geometry, from the OMol25 dataset.

```
111
C53H49IrN4P3S, DFT ωB97M-V/def2-TZVPD
Ir -1.2057 1.1273 -1.0826
C -0.1732 -1.0171 4.4487
S 1.4820 -1.6017 4.8406
C 2.4573 -0.8305 3.5274
C 2.1789 -1.3803 2.1278
C 1.2356 -0.5194 1.3056
N 1.7963 0.6590 0.6256
P 0.5861 1.7608 0.3106
C 1.3107 3.2743 -0.3323
C 0.9066 3.7715 -1.5657
C 1.3827 4.9886 -2.0279
C 2.2702 5.7170 -1.2511
C 2.6663 5.2383 -0.0075
C 2.1824 4.0292 0.4563
C -0.1411 2.2443 1.8869
C 0.6126 2.4395 3.0411
C 0.0031 2.9006 4.1965
C -1.3593 3.1633 4.2086
C -2.1210 2.9656 3.0641
C -1.5076 2.5055 1.9080
P 3.2265 0.6795 -0.4157
C 4.6138 1.0320 0.7075
C 5.1929 2.2843 0.4929
C 6.2427 2.7338 1.2802
C 6.7355 1.9272 2.2912
C 6.1889 0.6658 2.5011
C 5.1422 0.2220 1.7153
C 3.3993 -1.0912 -0.8435
C 4.6620 -1.6801 -0.9086
C 4.8184 -2.9739 -1.3835
C 3.7210 -3.7067 -1.8073
C 2.4581 -3.1282 -1.7710
C 2.3063 -1.8356 -1.3072
H -0.8035 -1.2716 5.2992
H -0.5923 -1.5033 3.5640
H -0.1919 0.0668 4.3190
H 3.4932 -0.9925 3.8238
H 2.3004 0.2494 3.5545
H 1.6988 -2.3588 2.2375
H 3.0921 -1.5675 1.5667
H 0.4231 -0.1809 1.9579
H 0.7660 -1.1221 0.5320
H 0.2056 3.2190 -2.1900
H 1.0625 5.3643 -2.9897
H 2.6478 6.6648 -1.6094
H 3.3474 5.8146 0.6041
H 2.4944 3.6712 1.4254
H 1.6735 2.2254 3.0356
H 0.5895 3.0540 5.0926
H -1.8294 3.5262 5.1123
H -3.1817 3.1802 3.0742
H -2.1051 2.3709 1.0024
H 4.8264 2.9067 -0.3133
H 6.6825 3.7041 1.0938
H 7.5573 2.2684 2.9060
H 6.5915 0.0251 3.2741
H 4.7566 -0.7755 1.8772
H 5.5369 -1.1285 -0.5887
H 5.8081 -3.4078 -1.4210
H 3.8499 -4.7159 -2.1721
H 1.5930 -3.6849 -2.1124
H 1.3138 -1.4027 -1.3071
C -4.4588 -2.8486 -0.6967
C -3.2313 -3.1750 0.1130
C -3.2600 -4.3472 0.8653
C -2.1732 -4.7721 1.6085
C -0.9963 -4.0449 1.5894
C -0.9308 -2.8768 0.8498
C -2.0396 -2.4158 0.1427
P -2.0196 -0.9278 -0.8698
C -3.5381 0.0052 -0.5399
C -3.9853 0.7269 -1.7494
C -4.7974 1.9403 -1.5171
C -5.3342 2.1814 -0.2955
C -4.9531 1.3584 0.7883
C -4.0061 0.3276 0.7255
C -3.5008 -0.2939 1.9941
C -1.8633 -1.4103 -2.5872
C -2.0479 -2.7914 -3.0502
C -1.5740 -3.1854 -4.2362
C -0.7402 -2.3134 -5.0496
C -0.4205 -1.0797 -4.6507
C -0.9955 -0.4641 -3.4312
C -0.1531 0.5439 -2.6986
H -5.0085 -3.7655 -0.9001
H -4.2428 -2.3987 -1.6678
H -5.1395 -2.1847 -0.1581
H -4.1608 -4.9474 0.8520
H -2.2407 -5.6877 2.1808
H -0.1290 -4.3828 2.1395
H 0.0026 -2.3422 0.8251
H -4.7116 0.0852 -2.3013
H -5.0096 2.5574 -2.3816
H -5.9988 3.0140 -0.1149
H -5.3725 1.5914 1.7617
H -3.7619 0.3284 2.8483
H -2.4135 -0.3988 1.9864
H -3.9219 -1.2886 2.1494
H -2.5652 -3.4978 -2.4169
H -1.7568 -4.1980 -4.5680
H -0.3146 -2.7022 -5.9643
H 0.2955 -0.4851 -5.2050
H 0.0047 1.4194 -3.3416
H 0.8191 0.1399 -2.4295
N -2.7356 0.9236 -2.4819
C -2.4375 -0.1236 -3.4063
C -3.3348 -0.3784 -4.5428
C -2.9877 0.0493 -5.8249
N -2.6901 0.4425 -6.8704
C -4.5470 -1.0366 -4.3130
N -5.4993 -1.6343 -4.0401
```

Values from the calculation:
- 2S+1 = 2
- ⟨S²⟩ = 0.775
- net charge = +2
- HOMO (spin up / spin down) (eV) = -12.588 / -12.588
- HOMO-LUMO gap (spin up / spin down) (eV) = 4.3 / 4.3
- energy relative to the best compared isomer or geometry (same formula, charge and spin) (kcal/mol) = 108.1

=====

Record 2
The following is a quantum chemistry calculation of a molecular structure, C30H48P2Sn in a non-equilibrium geometry, from the OMol25 dataset.

```
81
C30H48P2Sn, DFT ωB97M-V/def2-TZVPD
Sn -0.6494 -0.7985 -0.1622
C 2.3419 0.1735 -0.5408
C 1.8877 1.4567 -0.1212
C 1.7828 0.0389 1.6994
C 2.2842 -0.7044 0.5918
C 1.5298 1.3670 1.2518
C 2.9238 -0.1835 -1.8528
H 2.7194 0.5745 -2.6196
H 2.5583 -1.1543 -2.2179
H 4.0178 -0.2668 -1.7522
C 2.7011 -2.1222 0.6210
H 2.9243 -2.4824 -0.3892
H 1.9195 -2.7646 1.0501
H 3.6083 -2.2563 1.2304
C 1.6265 -0.4547 3.0856
H 2.5921 -0.5179 3.6118
H 1.1780 -1.4558 3.1075
H 0.9900 0.2179 3.6702
C 1.1046 2.4834 2.1196
H 1.9452 2.8074 2.7545
H 0.2819 2.1864 2.7877
H 0.7768 3.3533 1.5377
C 1.9937 2.7229 -0.8786
H 2.9126 3.2496 -0.5774
H 1.1530 3.3955 -0.6732
H 2.0493 2.5561 -1.9557
C -4.1984 0.3269 -5.8141
C -3.2323 1.1169 -6.3042
C -3.3922 2.5471 -6.7435
C -4.4137 3.4142 -5.9645
C -4.3456 3.3248 -4.4686
C -4.9832 2.4357 -3.6964
C -5.8932 1.3284 -4.1423
C -5.6211 0.7324 -5.5458
H -3.6795 2.5930 -7.8103
H -5.4287 3.1919 -6.3215
H -2.4006 3.0272 -6.6898
H -5.9876 1.4316 -6.3106
H -3.9856 -0.7406 -5.6486
H -2.2463 0.6859 -6.5178
H -6.2468 -0.1715 -5.6313
H -5.8376 0.5204 -3.3918
H -4.8951 2.5403 -2.6079
H -6.9416 1.6753 -4.1180
H -4.2124 4.4636 -6.2358
H -3.7535 4.1183 -3.9890
P -1.4500 -0.2590 -2.5506
P -2.4868 0.9231 0.4704
C -3.1849 0.2989 -2.2982
C -3.7218 0.5698 -0.8536
H -3.8198 -0.4500 -2.7989
H -3.2791 1.2193 -2.8967
H -4.3991 1.4465 -0.8569
H -4.3505 -0.2732 -0.5203
C -3.0574 0.6137 2.1610
H -2.4113 1.1347 2.8887
H -3.0456 -0.4584 2.4069
H -4.0808 0.9983 2.2690
C -2.2313 2.7297 0.4444
H -3.2176 3.2183 0.4241
H -1.6581 3.0383 -0.4399
H -1.7008 3.0553 1.3501
C -1.2776 -1.7565 -3.5626
H -0.2153 -1.9565 -3.7801
H -1.7907 -1.6095 -4.5238
H -1.6854 -2.6453 -3.0608
C -0.5450 0.9701 -3.5353
H -0.3851 1.8988 -2.9695
H -1.1115 1.1855 -4.4577
H 0.4335 0.5443 -3.8122
C -2.6548 -5.1505 1.3739
C -1.5162 -4.6744 2.0403
C -0.9369 -3.4577 1.6428
C -1.5004 -2.7279 0.5905
C -2.6380 -3.2035 -0.0794
C -3.2224 -4.4167 0.3235
H -3.1045 -6.0998 1.6833
H -1.0912 -5.2565 2.8674
H -0.0512 -3.1062 2.1713
H -3.0881 -2.6479 -0.9113
H -4.1187 -4.7948 -0.1827
```

Values from the calculation:
- net charge = +2
- HOMO (spin up / spin down) (eV) = -12.908 / -12.895
- HOMO-LUMO gap (spin up / spin down) (eV) = 5.3 / 5.8
- energy relative to the best compared isomer or geometry (same formula, charge and spin) (kcal/mol) = 0.0

=====

Record 3
The following is a quantum chemistry calculation of 3 unconnected molecules or ions with the total composition C17H29N3O4 in a non-equilibrium geometry, from the OMol25 dataset.

```
53
C17H29N3O4, DFT ωB97M-V/def2-TZVPD
C 3.8835 3.8020 0.9937
C 3.8218 5.1440 0.2059
C 4.9844 6.0192 -0.0128
C 4.9026 7.2810 -0.7744
C 3.6161 7.6834 -1.3771
C 2.5012 6.7973 -1.1478
C 2.5440 5.5467 -0.3662
C 1.1354 4.9015 -0.3227
O 0.8204 3.7968 0.0086
N 0.2131 5.9638 -0.7498
C 1.0132 6.8605 -1.5900
O 0.5707 7.5274 -2.4802
H 3.9170 2.9446 0.2632
H 2.9663 3.7232 1.6392
H 4.8116 3.7361 1.6112
H 5.9862 5.7472 0.4066
H 5.8020 7.9208 -0.9081
H 3.4699 8.6171 -1.9572
H -0.0567 6.5012 0.0868
C 0.0948 1.5003 1.5378
O 0.3635 0.1315 1.8038
C -0.6505 -0.5401 2.5349
C -1.8229 -1.0481 1.6756
C -2.7962 0.0528 1.2635
N -1.3522 -1.7410 0.4711
H -0.4522 1.9785 2.3562
H -0.4560 1.6022 0.6021
H 1.0469 2.0116 1.4141
H -0.1599 -1.4115 2.9802
H -1.0019 0.0790 3.3700
H -2.3863 -1.7650 2.2826
H -2.3983 0.6862 0.4694
H -3.7234 -0.3844 0.8865
H -3.0510 0.6896 2.1144
H -0.7757 -2.5317 0.7550
H -0.6935 -1.1199 0.0038
C -2.6793 -8.3821 -1.2559
O -1.6727 -7.6863 -1.9699
C -2.0302 -6.3697 -2.3667
C -1.8415 -5.3023 -1.2734
C -2.9365 -5.3192 -0.2116
N -0.5363 -5.4281 -0.6123
H -3.6831 -8.1286 -1.6083
H -2.5919 -8.1839 -0.1855
H -2.5197 -9.4511 -1.4066
H -1.3582 -6.1232 -3.1946
H -3.0476 -6.3506 -2.7765
H -1.8830 -4.3233 -1.7618
H -2.8313 -6.1511 0.4870
H -2.9025 -4.4017 0.3801
H -3.9262 -5.3816 -0.6710
H 0.1948 -5.3248 -1.3129
H -0.4427 -6.3964 -0.3099
```

Values from the calculation:
- SMILES string = Cc1cccc2c1C(=O)NC2=O.COC[C@@H](C)N.COC[C@@H](C)N
- HOMO (eV) = -8.945
- HOMO-LUMO gap (eV) = 8.4
- energy relative to the best compared isomer or geometry (same formula, charge and spin) (kcal/mol) = 117.2

=====

Record 4
The following is a quantum chemistry calculation of a molecular structure, C41H57BrCoF3N7O5Si in a non-equilibrium geometry, from the OMol25 dataset.

```
116
C41H57BrCoF3N7O5Si, DFT ωB97M-V/def2-TZVPD
Co -0.7865 0.1533 0.2919
Br 2.1870 3.2063 8.5684
C 0.5177 2.4305 8.0247
C 0.5164 1.3342 7.1715
C -0.6756 0.7687 6.8034
C -1.9123 1.2670 7.3057
C -1.8569 2.3828 8.1841
C -0.6647 2.9633 8.5255
N -3.1095 0.7480 7.0415
N -3.3435 -0.2625 6.2610
C -3.0202 -0.4667 4.9938
C -3.2573 -1.7676 4.4831
C -2.8729 -2.1553 3.2280
C -2.2164 -1.2688 2.3334
O -1.8134 -1.6010 1.1708
C -2.0569 0.0858 2.7832
N -1.5008 0.9383 1.8813
C -1.3742 2.2105 2.2183
C -1.8668 2.7307 3.4099
C -2.4366 1.8794 4.3383
C -2.4936 0.5147 4.0677
H 1.4508 0.9438 6.7907
H -0.6867 -0.0720 6.1276
H -2.7859 2.7807 8.5690
H -0.6346 3.8356 9.1665
H -3.7178 -2.4763 5.1585
H -3.0544 -3.1689 2.8955
H -0.8661 2.8437 1.5134
H -1.8000 3.7925 3.5990
H -2.8504 2.2756 5.2533
C 4.1761 2.8128 0.0621
C 3.6326 1.4045 -0.1591
N 2.2858 1.4582 -0.6733
C 1.5025 2.5597 -0.6665
N 0.2268 2.4313 -0.5964
C -0.6082 3.5613 -0.9334
C 0.0606 4.9107 -0.6473
C 1.4313 4.9011 -1.3124
N 2.1704 3.7792 -0.7947
C 3.5920 3.7229 -1.0116
H 5.2659 2.8152 0.0304
H 3.8521 3.1898 1.0331
H 3.6719 0.8433 0.7806
H 4.2529 0.8731 -0.8930
H 1.7534 0.5914 -0.6695
H -1.5504 3.4722 -0.3909
H -0.8577 3.5047 -2.0006
H 0.1900 5.0395 0.4300
H -0.5440 5.7340 -1.0331
H 1.9877 5.8224 -1.0897
H 1.3198 4.8375 -2.4081
H 3.9996 4.7387 -0.9328
H 3.8475 3.3292 -2.0098
C -4.3278 0.6487 0.8140
C -3.7303 0.7936 -0.5492
C -4.5008 1.0820 -1.6668
C -3.6171 1.1791 -2.7399
C -2.3489 0.9516 -2.2236
C -1.1137 1.0148 -3.0544
N -2.4056 0.7075 -0.8842
H -5.4116 0.7507 0.7386
H -3.9645 1.4202 1.4941
H -4.1050 -0.3229 1.2478
H -5.5729 1.2108 -1.6839
H -3.8562 1.3825 -3.7713
H -1.1008 1.9394 -3.6418
H -1.0673 0.1779 -3.7520
H -0.2364 0.9620 -2.4241
C -1.2208 -3.6153 -4.4397
C -1.3739 -3.5274 -2.9113
C -2.4093 -2.4722 -2.5351
C -1.7977 -4.8894 -2.3346
O -0.1188 -3.2454 -2.3584
Si 0.7444 -1.8593 -2.1399
O 0.2386 -0.7677 -1.1387
O 2.2386 -2.4665 -1.7558
C 2.5397 -3.5942 -0.9728
C 2.5680 -4.8304 -1.8874
C 1.5226 -3.8346 0.1412
C 3.9288 -3.3495 -0.3662
O 0.9229 -1.2915 -3.6976
C 1.9950 -0.7219 -4.3876
C 2.7466 0.2972 -3.5315
C 2.9727 -1.8233 -4.8264
C 1.4101 -0.0293 -5.6297
H -2.1794 -3.7803 -4.9284
H -0.5414 -4.4264 -4.6978
H -0.7874 -2.6806 -4.7825
H -3.4151 -2.8125 -2.7814
H -2.2032 -1.5457 -3.0588
H -2.3359 -2.2632 -1.4699
H -2.7001 -5.2559 -2.8210
H -1.9826 -4.7746 -1.2702
H -0.9972 -5.6147 -2.4722
H 1.6111 -4.8841 -2.3965
H 2.7310 -5.7380 -1.3090
H 3.3568 -4.7337 -2.6308
H 0.5552 -4.0409 -0.3018
H 1.4217 -2.9459 0.7499
H 1.8331 -4.6743 0.7616
H 4.6519 -3.1604 -1.1581
H 4.2475 -4.2161 0.2091
H 3.8836 -2.4802 0.2833
H 3.1150 -0.2139 -2.6485
H 2.0704 1.0822 -3.2109
H 3.5759 0.7289 -4.0907
H 3.2800 -2.3648 -3.9381
H 3.8421 -1.3945 -5.3226
H 2.4769 -2.5140 -5.5054
H 0.7302 0.7559 -5.3138
H 0.8533 -0.7532 -6.2211
H 2.2004 0.4008 -6.2439
F 0.5378 -0.8730 2.6464
C 0.7600 -0.1555 1.4970
F 1.9019 -0.7613 1.0221
F 1.2817 1.0335 1.9994
```

Values from the calculation:
- 2S+1 = 2
- ⟨S²⟩ = 0.762
- net charge = -2
- HOMO (spin up / spin down) (eV) = -1.418 / -1.419
- HOMO-LUMO gap (spin up / spin down) (eV) = 5.1 / 5.1
- energy relative to the best compared isomer or geometry (same formula, charge and spin) (kcal/mol) = 6.6

=====

Record 5
The following is a quantum chemistry calculation of a single C8H15N2O3P molecule in a non-equilibrium geometry, from the OMol25 dataset.

```
29
C8H15N2O3P, DFT ωB97M-V/def2-TZVPD
C -3.2201 -1.0152 1.4708
C -2.2806 -0.1174 1.1542
C -0.8826 -0.5948 1.4474
C 0.0764 0.4413 1.9983
C 0.4547 -0.3307 0.8356
N 1.6344 -1.1045 1.0915
C 0.5070 0.4858 -0.5222
N 1.9106 0.7894 -0.7904
C 2.2128 2.2446 -0.7501
P -0.1387 -0.9028 -1.5844
O -1.1817 -1.8135 -1.0681
O 1.0655 -1.7936 -2.0641
C -1.2334 -0.0381 -2.8951
O -1.3365 1.1459 -2.9420
H -4.2638 -0.7831 1.4955
H -3.0474 -2.0367 1.7524
H -2.2492 0.8967 0.7566
H -0.8467 -1.5598 1.8586
H -0.0744 1.5132 1.6777
H 0.6299 0.2857 2.9124
H 1.8122 -1.2954 2.0716
H 1.4704 -1.9698 0.5277
H -0.0726 1.4540 -0.6521
H 2.4143 0.1994 -0.1116
H 1.1804 2.7685 -1.0243
H 2.4333 2.6102 0.2405
H 3.0678 2.5410 -1.4183
H 1.9375 -1.4140 -2.0952
H -1.9798 -0.6062 -3.3729
```

Values from the calculation:
- SMILES string = C=C[C@@H]1C[C@]1(N)[C@@H](NC)[P@](=O)(O)C=O
- HOMO (eV) = -8.534
- HOMO-LUMO gap (eV) = 9.1
- energy relative to the best compared isomer or geometry (same formula, charge and spin) (kcal/mol) = 78.6

=====

Record 6
The following is a quantum chemistry calculation of a molecular structure, C40H43GeN3O5PRhSSe2, from the OMol25 dataset.

```
97
C40H43GeN3O5PRhSSe2, DFT ωB97M-V/def2-TZVPD
Rh 0.0976 -0.9123 -0.5134
Se 2.2854 -1.5706 -1.3710
P 3.5158 0.1296 -1.9450
Se 2.1692 0.9121 -3.4722
C 3.8891 1.3089 -0.6598
C 4.6552 0.8596 0.4178
C 4.9610 1.7333 1.4444
C 4.5225 3.0522 1.3881
C 3.7799 3.5014 0.3070
C 3.4572 2.6285 -0.7207
C 5.0430 -0.4719 -2.6546
C 5.4988 -1.7745 -2.4801
C 6.7195 -2.1471 -3.0216
C 7.4775 -1.2277 -3.7297
C 7.0237 0.0746 -3.9019
C 5.8102 0.4566 -3.3632
H 5.0091 -0.1645 0.4552
H 5.5539 1.3941 2.2822
H 4.7751 3.7350 2.1869
H 3.4536 4.5306 0.2613
H 2.8687 2.9773 -1.5598
H 4.9109 -2.5021 -1.9353
H 7.0755 -3.1592 -2.8920
H 8.4272 -1.5251 -4.1518
H 7.6159 0.7890 -4.4557
H 5.4623 1.4747 -3.4980
O -4.4404 5.2858 -1.3106
C -3.2594 4.8284 -0.9257
O -2.3553 5.5345 -0.5694
C -3.0453 3.3469 -0.9079
C -1.8470 2.8605 -1.6383
C -1.4706 1.3804 -1.3934
C -2.3277 0.5980 -0.4305
C -3.5687 1.1552 0.0335
C -3.8512 2.4896 -0.1680
N -1.8373 -0.5762 -0.1265
C -2.4692 -1.6139 0.5275
C -1.6767 -2.7604 0.7355
C -2.1714 -3.9123 1.3633
C -1.3539 -5.0136 1.5112
C -0.0527 -4.9557 1.0289
C 0.3933 -3.7865 0.4289
N -0.3763 -2.7113 0.2817
H -4.9033 4.6119 -1.8373
H -1.0253 3.5720 -1.5297
H 0.5105 1.5227 -1.7136
H -4.2219 0.5464 0.6386
H -4.7364 2.9045 0.2984
H -3.5169 -1.5696 0.7844
H -3.1908 -3.9190 1.7224
H -1.7231 -5.9064 1.9943
H 0.6214 -5.7943 1.1154
H 1.4100 -3.7052 0.0676
C -3.9918 0.5672 4.1823
C -2.7298 1.2770 3.7181
C -1.6805 0.3038 3.1902
C -0.4887 1.0127 2.5604
Ge 0.9093 0.0326 1.6085
C 1.8545 -1.3909 2.5557
C 0.9925 -2.3101 3.4258
C 0.8445 -1.7787 4.8494
C -0.2059 -2.5310 5.6500
H -4.7290 1.2672 4.5708
H -3.7717 -0.1508 4.9728
H -4.4610 0.0155 3.3632
H -2.3042 1.8563 4.5414
H -2.9702 2.0052 2.9364
H -2.1570 -0.3714 2.4738
H -1.3453 -0.3381 4.0082
H 0.0825 1.5316 3.3408
H -0.8269 1.8041 1.8823
H 1.8672 1.0765 1.0229
H 2.5978 -0.8879 3.1832
H 2.4215 -1.9308 1.7923
H 1.4408 -3.3065 3.4699
H -0.0045 -2.4518 2.9902
H 0.6024 -0.7093 4.8209
H 1.8150 -1.8439 5.3485
H -1.1926 -2.4397 5.1890
H -0.2809 -2.1553 6.6690
H 0.0313 -3.5942 5.7085
O -3.1411 3.5056 -5.2034
S -3.4474 2.7202 -4.0635
O -4.5357 3.1113 -3.2035
N -2.0617 2.5038 -3.0951
C -1.8468 1.1429 -2.8312
O -0.0991 1.1181 -1.0590
C -2.6537 0.2557 -3.6160
C -2.6628 -1.1374 -3.7095
C -3.5363 -1.7325 -4.6032
C -4.3824 -0.9715 -5.4116
C -4.3866 0.4163 -5.3302
C -3.5267 0.9974 -4.4221
H -1.9781 -1.7394 -3.1214
H -3.5512 -2.8098 -4.6935
H -5.0407 -1.4675 -6.1100
H -5.0414 1.0130 -5.9492
```

Values from the calculation:
- 2S+1 = 5
- ⟨S²⟩ = 6.078
- net charge = +2
- HOMO (spin up / spin down) (eV) = -12.510 / -13.955
- HOMO-LUMO gap (spin up / spin down) (eV) = 6.5 / 5.7
- energy relative to the best compared isomer or geometry (same formula, charge and spin) (kcal/mol) = 71.1